# 1
3 unconnected molecules or ions with the total composition C4H16N2O2 in a non-equilibrium geometry, computed with the ωB97M-V functional and the def2-TZVPD basis.

Each atom is followed by the atoms it is bonded to, with distances in Å.
Geometry (Å):
1 C -0.208 1.816 -0.496  C2 1.551, N6 1.488, H7 1.087, H8 1.086
2 C 0.901 1.204 0.399  C1 1.551, C3 1.496, H9 1.100, H10 1.089
3 C 0.403 0.554 1.651  C2 1.496, C4 1.318, H11 1.088
4 C 0.850 0.887 2.844  C3 1.318, N5 1.484, H12 1.082
5 N 0.439 0.177 4.081  C4 1.484, H13 1.012, H14 1.022, H15 1.023
6 N -0.378 1.081 -1.778  C1 1.488, H16 1.020, H17 1.054, H18 1.019
7 H -1.129 1.827 0.082  C1 1.087
8 H 0.032 2.856 -0.690  C1 1.086
9 H 1.429 0.416 -0.158  C2 1.100
10 H 1.719 1.914 0.516  C2 1.089
11 H -0.415 -0.150 1.513  C3 1.088
12 H 1.652 1.595 3.008  C4 1.082
13 H 1.229 -0.019 4.681  N5 1.012
14 H -0.235 0.730 4.614  N5 1.022
15 H 0.011 -0.713 3.816  N5 1.023
16 H 0.495 0.870 -2.260  N6 1.020
17 H -1.080 0.297 -1.719  N6 1.054
18 H -0.850 1.689 -2.446  N6 1.019
19 H -0.468 -3.147 -3.773  O21 0.967
20 H 0.095 -4.097 -2.708  O21 0.965
21 O 0.214 -3.219 -3.090  H19 0.967, H20 0.965
22 H -2.407 -1.795 -2.046  O24 0.967
23 H -0.975 -1.898 -2.497  O24 0.985
24 O -1.636 -1.232 -2.200  H22 0.967, H23 0.985

frontier orbital gap = 0.4214 hartree
charge = +2
energy above the lowest of the compared OMol25 structures with the same formula, charge and spin = 0.785 eV
LUMO = -6.23 eV

---

# 2
4 unconnected molecules or ions with the total composition C4H16N2O4 in a non-equilibrium geometry, computed with the ωB97M-V functional and the def2-TZVPD basis.

Each atom is followed by the atoms it is bonded to, with distances in Å.
Geometry (Å):
1 C -1.666 -0.149 -0.032  N2 1.442, C6 1.692, H8 1.035, H9 1.148
2 N -0.453 0.010 -0.797  C1 1.442, C3 1.441, H10 1.022
3 C 0.890 -0.401 -0.476  N2 1.441, N4 1.430, O5 1.222
4 N 1.349 -0.709 0.842  C3 1.430, H11 1.047, H12 1.132
5 O 1.657 -0.418 -1.428  C3 1.222
6 C -1.555 0.897 1.294  C1 1.692, C7 1.539, H13 1.141, H14 1.072
7 C -2.963 1.249 1.808  C6 1.539, H15 1.144, H16 1.105, H17 1.115
8 H -1.651 -1.079 0.421  C1 1.035
9 H -2.614 0.199 -0.577  C1 1.148
10 H -0.555 0.169 -1.802  N2 1.022
11 H 0.827 -0.391 1.692  N4 1.047
12 H 2.413 -0.327 0.919  N4 1.132
13 H -0.750 0.481 1.987  C6 1.141
14 H -1.235 1.818 0.849  C6 1.072
15 H -3.519 0.267 1.993  C7 1.144
16 H -2.867 1.698 2.813  C7 1.105
17 H -3.636 1.839 1.143  C7 1.115
18 H 2.754 1.795 0.512  O20 0.871
19 H 1.544 2.274 1.212  O20 0.922
20 O 2.065 1.549 0.984  H18 0.871, H19 0.922
21 H 1.474 -0.320 -3.190  O23 0.932
22 H 0.269 -0.144 -3.997  O23 0.888
23 O 1.156 -0.122 -4.043  H21 0.932, H22 0.888
24 H 2.428 -2.980 -1.317  O26 0.926
25 H 1.986 -3.566 -0.104  O26 0.899
26 O 2.652 -3.639 -0.704  H24 0.926, H25 0.899

SMILES string = CCCNC(N)=O.O.O.O
frontier orbital gap = 0.3611 hartree
charge = 0
energy above the lowest of the compared OMol25 structures with the same formula, charge and spin = 2.481 eV
LUMO = 0.30 eV